# C27H31N6O4V

A structure of composition C27H31N6O4V (the ωB97M-V functional and the def2-TZVPD basis, the Open Molecules 2025 dataset).

Properties
**LUMO (spin up / spin down)**: -3.642 / -3.613 eV
**Strongest force on any atom**: 0.750 eV/Å
**Total charge**: +1
**Multiplicity**: 2
**Total energy**: -71315.219 eV

Geometry (Å):
V 0.32 0.25 0.03
O -6.71 0.02 1.51
N -6.18 1.04 1.91
O -6.74 1.91 2.54
C -4.75 1.25 1.60
C -4.35 2.53 1.53
C -3.00 2.85 1.18
C -2.54 4.17 1.05
C -1.23 4.38 0.69
C -0.40 3.28 0.47
N -0.81 2.03 0.60
C -2.10 1.82 0.95
C -2.53 0.45 1.05
N -1.59 -0.48 0.80
C -1.93 -1.75 0.83
C -3.22 -2.17 1.16
C -4.19 -1.24 1.43
C -3.87 0.14 1.36
H -5.06 3.32 1.72
H -3.21 5.00 1.22
H -0.83 5.38 0.57
H 0.63 3.41 0.18
H -1.15 -2.47 0.59
H -3.44 -3.22 1.19
H -5.19 -1.55 1.67
C -1.20 -6.08 -3.75
C -0.77 -4.72 -3.25
C 0.20 -4.60 -2.26
C 0.65 -3.37 -1.81
C 1.70 -3.36 -0.73
C 0.06 -2.20 -2.34
C -0.93 -2.30 -3.33
C -1.59 -1.10 -3.96
C -1.32 -3.56 -3.77
C 0.43 -0.86 -1.82
O 1.57 -0.61 -1.26
O -0.41 0.11 -1.82
H -1.23 -6.80 -2.94
H -0.48 -6.45 -4.49
H -2.17 -6.04 -4.22
H 0.64 -5.50 -1.84
H 1.92 -4.39 -0.42
H 1.38 -2.79 0.15
H 2.62 -2.90 -1.08
H -2.28 -0.61 -3.27
H -2.15 -1.41 -4.84
H -0.87 -0.34 -4.26
H -2.07 -3.63 -4.54
C 3.48 1.16 0.53
N 3.58 -0.21 1.02
C 4.55 -1.04 0.32
C 2.61 -0.73 1.81
N 1.39 -0.21 1.79
N 2.92 -1.79 2.59
C 4.23 -1.94 3.23
C 1.87 -2.62 3.15
H 4.49 1.58 0.49
H 2.88 1.75 1.22
H 3.05 1.20 -0.47
H 4.43 -0.89 -0.75
H 4.38 -2.09 0.54
H 5.57 -0.77 0.60
H 0.87 -0.45 2.63
H 4.86 -1.09 3.01
H 4.73 -2.85 2.91
H 4.09 -1.98 4.31
H 1.49 -2.22 4.10
H 2.27 -3.61 3.34
H 1.05 -2.71 2.45